*i*
This record from the Open Molecules 2025 dataset describes a 6-piece molecular cluster, CH15NO5 overall. The level of theory is ωB97M-V/def2-TZVPD.

For the LUMO energy, the calculation gives 0.409 eV. The charge is 0. The spin multiplicity is 1. For the HOMO energy, the calculation gives -9.563 eV. The calculation puts the HOMO-LUMO gap at 9.97 eV.

Each line ends with the natural charge from an NBO analysis.
Positions of all 22 atoms, in Å:
C: 0.6773 3.2834 -0.8338  -0.432
N: 1.1286 1.9044 -0.3384  -0.894
H: -0.0010 3.0287 -1.7157  0.195
H: 1.6216 3.7599 -1.1650  0.204
H: -0.0117 3.6504 -0.0251  0.210
H: 2.1655 1.7332 -0.1919  0.361
H: 0.8971 1.8079 0.6589  0.362
H: 1.7197 -1.5969 1.4368  0.469
H: 1.4569 -0.9624 0.1484  0.496
O: 1.3212 -0.7579 1.1248  -0.969
H: 0.0950 -3.6517 2.1134  0.479
H: -0.5142 -4.6067 3.2870  0.482
O: -0.0745 -3.7734 3.0440  -0.961
H: -0.4981 0.1604 1.1569  0.505
H: -1.7429 0.3752 2.2037  0.473
O: -1.4788 0.2842 1.2753  -0.986
H: 0.3313 -0.0511 -1.5596  0.510
H: 0.1646 -1.5487 -2.0427  0.487
O: 0.1066 -0.9540 -1.2655  -0.979
H: -3.2395 -0.6051 -2.6185  0.469
H: -1.8097 -0.7101 -1.8799  0.501
O: -2.3149 -0.7698 -2.8128  -0.983

***

*ii*
This record from the Open Molecules 2025 dataset describes a 6-piece molecular cluster, CH15NO5 overall. The level of theory is ωB97M-V/def2-TZVPD.

For the LUMO energy, the calculation gives 0.749 eV. The charge is 0. The spin multiplicity is 1. For the HOMO energy, the calculation gives -9.959 eV. The calculation puts the HOMO-LUMO gap at 10.71 eV.

Each line ends with the natural charge from an NBO analysis.
Positions of all 22 atoms, in Å:
C: 2.8891 -0.7626 -0.8319  -0.416
N: 1.8733 -1.3178 -1.7498  -0.858
H: 2.3631 -0.5547 0.0907  0.225
H: 3.1945 0.1897 -1.2557  0.188
H: 3.7101 -1.4752 -0.7122  0.179
H: 2.2830 -1.5761 -2.6346  0.354
H: 1.5398 -2.2154 -1.3820  0.365
H: -3.5952 4.3233 3.8648  0.470
H: -3.8502 5.5790 2.9924  0.470
O: -3.2927 4.8045 3.0903  -0.940
H: 0.0733 -2.3740 0.5307  0.484
H: 0.1960 -1.8325 1.9004  0.473
O: 0.7523 -2.1795 1.1920  -0.960
H: -0.7168 0.7069 -0.2453  0.498
H: -0.4403 1.4033 1.0582  0.474
O: -0.9976 0.7148 0.6847  -0.986
H: 0.4854 -0.0332 -2.0501  0.506
H: 0.1671 1.2786 -2.7749  0.477
O: -0.0271 0.8083 -1.9585  -1.007
H: -1.8749 -1.1754 -0.2167  0.489
H: -2.6753 -2.1930 0.5697  0.473
O: -2.0570 -2.1190 -0.1624  -0.959

***

*iii*
This record from the Open Molecules 2025 dataset describes a 6-piece molecular cluster, CH15NO5 overall. The level of theory is ωB97M-V/def2-TZVPD.

For the LUMO energy, the calculation gives 0.481 eV. The charge is 0. The spin multiplicity is 1. For the HOMO energy, the calculation gives -9.710 eV. The calculation puts the HOMO-LUMO gap at 10.19 eV.

Each line ends with the natural charge from an NBO analysis.
Positions of all 22 atoms, in Å:
C: -0.8688 -0.6746 -0.2682  -0.370
N: -0.5278 0.0624 -1.4429  -0.881
H: -0.1269 -1.5985 -0.0750  0.123
H: -0.9021 -0.0506 0.6302  0.198
H: -1.7850 -1.1428 -0.3698  0.206
H: -0.5849 -0.4003 -2.3799  0.376
H: 0.4529 0.4052 -1.3622  0.382
H: -0.1891 -4.5639 1.4651  0.487
H: 0.3619 -3.0189 1.8304  0.493
O: -0.2658 -3.6901 1.9768  -0.982
H: 2.3769 -1.2809 0.7425  0.493
H: 1.4083 -2.1652 0.0501  0.456
O: 2.1446 -2.2919 0.6772  -0.950
H: -0.8119 2.7795 0.4021  0.498
H: -0.4772 3.4714 1.7353  0.482
O: -0.0837 3.1194 0.9277  -0.974
H: -1.1612 1.7942 -1.6280  0.488
H: -2.1000 2.7223 -2.2957  0.464
O: -2.0035 2.3448 -1.4026  -0.990
H: 1.0063 1.4700 0.6242  0.500
H: 2.3455 1.6684 -0.1643  0.483
O: 1.7912 1.0403 0.3269  -0.985

***

Of them, *ii* has the highest stability.

***

*i*
This record from the Open Molecules 2025 dataset describes an isolated molecule of C3H6N2OS. The level of theory is ωB97M-V/def2-TZVPD.

For the LUMO energy, the calculation gives 0.570 eV. The charge is 0. The spin multiplicity is 1. For the HOMO energy, the calculation gives -9.500 eV. The calculation puts the HOMO-LUMO gap at 10.07 eV.

Each line ends with the natural charge from an NBO analysis.
Positions of all 13 atoms, in Å:
C: 0.0083 -0.8952 -0.5419  0.436
C: 1.2262 -0.2293 0.1105  -0.369
C: 0.3090 2.1501 -0.7434  -0.152
H: -1.1917 0.0904 1.2057  0.203
H: 2.1435 0.1254 -0.4907  0.240
H: 1.5427 -1.0433 0.7007  0.237
H: 1.2962 0.7754 1.9502  0.387
H: 0.0853 3.1259 -1.1952  0.198
H: -0.1929 1.2525 -1.3820  0.175
N: 0.7323 0.8326 1.0593  -0.479
N: 0.6717 2.1250 0.4627  -0.227
O: 0.1463 -1.4993 -1.5788  -0.543
S: -1.4964 -1.1993 0.5148  -0.107

***

*ii*
This record from the Open Molecules 2025 dataset describes C3H6N2OS as an isolated structure. The level of theory is ωB97M-V/def2-TZVPD.

For the LUMO energy, the calculation gives -0.497 eV. The charge is 0. The spin multiplicity is 1. For the HOMO energy, the calculation gives -8.547 eV. The calculation puts the HOMO-LUMO gap at 8.05 eV.

Each line ends with the natural charge from an NBO analysis.
Positions of all 13 atoms, in Å:
C: 0.0731 0.9906 -0.2619  0.520
C: -1.1412 1.7904 -0.1165  -0.671
C: 0.3349 -2.0270 0.2920  -0.466
N: 1.1832 1.1296 0.2683  -0.634
N: 0.7513 -1.1859 -0.7864  -0.131
O: -0.1285 -0.1365 -0.9523  -0.373
S: 2.4251 0.0531 0.0294  0.413
H: -1.5230 1.9756 -1.1380  0.241
H: -0.7790 2.7777 0.3494  0.244
H: -1.9435 1.3467 0.5140  0.245
H: 0.9880 -2.8901 0.4766  0.222
H: 0.3660 -1.5482 1.2812  0.185
H: -0.6064 -2.2758 0.0442  0.206

***

*iii*
This record from the Open Molecules 2025 dataset describes a 2-piece molecular cluster, C3H6N2OS overall. The level of theory is ωB97M-V/def2-TZVPD.

For the LUMO energy, the calculation gives 0.531 eV. The charge is 0. The spin multiplicity is 1. For the HOMO energy, the calculation gives -8.964 eV. The calculation puts the HOMO-LUMO gap at 9.49 eV.

Each line ends with the natural charge from an NBO analysis.
Positions of all 13 atoms, in Å:
C: 3.1844 0.2620 -0.3303  0.212
C: -1.1282 -0.6672 0.9986  -0.722
C: -0.8889 0.3640 -0.1439  0.694
N: 2.4387 0.2807 0.5748  -0.656
N: -1.7723 0.2690 -1.1036  -0.822
O: -0.0609 1.1926 -0.0589  -0.620
S: 4.3316 -0.0234 -1.3008  -0.032
H: -0.7251 -1.5838 0.7329  0.227
H: -0.6192 -0.3149 1.9688  0.235
H: -2.2033 -0.7917 1.1018  0.223
H: -1.6954 1.0729 -1.7461  0.402
H: -2.3114 -0.5234 -1.4460  0.414
H: 1.4500 0.4631 0.7525  0.445

***

*iv*
This record from the Open Molecules 2025 dataset describes an isolated molecule of C3H6N2OS. The level of theory is ωB97M-V/def2-TZVPD.

For the LUMO energy, the calculation gives 0.368 eV. The charge is 0. The spin multiplicity is 1. For the HOMO energy, the calculation gives -8.349 eV. The calculation puts the HOMO-LUMO gap at 8.72 eV.

Each line ends with the natural charge from an NBO analysis.
Positions of all 13 atoms, in Å:
C: 0.1667 0.3062 -0.1237  0.306
C: -1.0011 0.9497 0.4399  -0.222
C: -2.0816 0.2935 0.9775  -0.380
H: 1.7732 -2.1134 -0.3379  0.479
H: -0.2854 -1.4229 0.7163  0.359
H: -0.9960 2.0198 0.2292  0.234
H: -2.0515 -0.8223 1.1293  0.184
H: -2.9037 0.8490 1.4347  0.217
H: 2.5512 1.2749 -2.3575  0.119
N: 0.2698 -1.0708 0.0304  -0.346
N: 0.9442 1.0620 -0.8116  -0.549
O: 1.5593 -1.4978 0.4373  -0.552
S: 2.0551 0.1721 -1.7640  0.151

***

Of them, *iii* has the highest stability.

***

*i*
This record from the Open Molecules 2025 dataset describes a 2-piece molecular cluster, C3H6N2OS overall. The level of theory is ωB97M-V/def2-TZVPD.

For the LUMO energy, the calculation gives 0.700 eV. The charge is 0. The spin multiplicity is 1. For the HOMO energy, the calculation gives -6.390 eV. The calculation puts the HOMO-LUMO gap at 7.09 eV.

Each line ends with the natural charge from an NBO analysis.
Positions of all 13 atoms, in Å:
C: 1.5675 -1.1547 0.4363  -0.073
C: 1.6346 -0.3810 1.4932  -0.438
C: -1.1196 1.1216 -0.8910  0.104
N: 0.2455 -1.1442 -0.1516  -0.491
N: -0.7498 -0.3354 0.5162  -0.493
O: -2.3801 1.5609 -0.7803  -0.674
S: 0.0410 0.4278 1.7413  0.425
H: 2.3926 -1.7646 0.0534  0.228
H: 2.5562 -0.1150 1.9718  0.237
H: -0.7162 0.6733 -1.8909  0.163
H: -0.4872 1.8770 -0.4615  0.152
H: -0.0661 -2.0776 -0.4213  0.374
H: -2.9184 1.3120 -1.6155  0.486

***

*ii*
This record from the Open Molecules 2025 dataset describes a 2-piece molecular cluster, C3H6N2OS overall. The level of theory is ωB97M-V/def2-TZVPD.

For the LUMO energy, the calculation gives 0.595 eV. The charge is 0. The spin multiplicity is 1. For the HOMO energy, the calculation gives -8.418 eV. The calculation puts the HOMO-LUMO gap at 9.01 eV.

Each line ends with the natural charge from an NBO analysis.
Positions of all 13 atoms, in Å:
C: -0.8290 3.0293 -0.6018  0.295
C: 1.4941 0.4609 -0.6978  -0.039
C: -0.3618 -1.7154 1.0102  -0.261
N: -1.6530 2.4580 -0.0188  -0.739
N: 0.5427 -0.4214 -0.7672  -0.281
O: -0.4889 -0.5370 0.1791  -0.361
S: 2.4769 0.6431 -2.0174  -0.206
H: 1.5247 0.9525 0.1745  0.189
H: -0.6485 -1.4567 2.0325  0.196
H: 0.6100 -2.1218 1.0514  0.190
H: -0.8718 -2.5356 0.6585  0.179
H: -2.3880 2.1818 0.6014  0.446
H: 0.5926 -0.9378 -1.6046  0.392

***

Of them, *ii* has the highest stability.

***

*i*
This record from the Open Molecules 2025 dataset describes an isolated ion of composition C3H7N2S and charge +1. The level of theory is ωB97M-V/def2-TZVPD.

For the LUMO energy, the calculation gives -5.073 eV. The charge is +1. The spin multiplicity is 1. For the HOMO energy, the calculation gives -14.614 eV. The calculation puts the HOMO-LUMO gap at 9.54 eV.

Each line ends with the natural charge from an NBO analysis.
Positions of all 13 atoms, in Å:
C: -0.7374 0.7755 1.0816  -0.309
C: -1.6327 0.8509 -0.1717  -0.580
C: 1.7906 -1.1646 -0.5748  -0.436
N: 0.3214 -0.1961 0.8570  0.023
N: 0.5968 -0.4127 -0.2905  -0.058
S: -0.5570 0.2421 -1.5188  0.465
H: -0.0944 1.5802 1.4489  0.278
H: -1.4702 0.4857 1.9213  0.284
H: -2.5801 0.1008 -0.2468  0.283
H: -1.7828 1.9082 -0.3310  0.280
H: 2.3711 -0.5876 -1.1965  0.251
H: 1.5035 -1.8951 -1.2337  0.243
H: 2.2711 -1.6873 0.2551  0.276

***

*ii*
This record from the Open Molecules 2025 dataset describes an isolated ion of composition C3H7N2S and charge +1. The level of theory is ωB97M-V/def2-TZVPD.

For the LUMO energy, the calculation gives -3.728 eV. The charge is +1. The spin multiplicity is 1. For the HOMO energy, the calculation gives -12.882 eV. The calculation puts the HOMO-LUMO gap at 9.15 eV.

Each line ends with the natural charge from an NBO analysis.
Positions of all 13 atoms, in Å:
C: 1.3030 -1.0366 0.6958  0.396
C: -0.3613 0.6392 0.0240  -0.238
C: -0.7386 1.1811 -1.1614  -0.326
N: 0.3438 -1.9159 0.7977  -0.715
N: 1.0089 0.1693 0.2465  -0.526
S: -2.1127 1.9760 -1.5754  0.255
H: 2.3805 -1.2365 1.0131  0.252
H: -0.5423 -1.5793 0.3160  0.432
H: -0.9381 0.9377 0.9654  0.240
H: -0.0188 1.3335 -1.9089  0.234
H: 0.4620 -2.8800 0.8752  0.436
H: 1.8280 0.7441 0.0586  0.433
H: -2.6143 1.6674 -0.3468  0.126

***

Of them, *ii* has the highest stability.

***

*i*
This record from the Open Molecules 2025 dataset describes a 2-piece molecular cluster, C5H16N3 overall. The level of theory is ωB97M-V/def2-TZVPD.

For the LUMO energy, the calculation gives -2.981 eV. The charge is +1. The spin multiplicity is 1. For the HOMO energy, the calculation gives -14.580 eV. The calculation puts the HOMO-LUMO gap at 11.60 eV.

Each line ends with the natural charge from an NBO analysis.
Positions of all 24 atoms, in Å:
C: -1.0459 -0.6137 1.3330  -0.217
C: -1.0946 0.0246 2.7331  -0.631
C: 1.3325 -0.6835 0.6366  0.679
N: 0.2464 -1.3066 1.0639  -0.542
N: 1.3720 0.6541 0.5931  -0.766
N: 2.3633 -1.3867 0.1407  -0.763
H: -1.7689 -1.4306 1.3248  0.232
H: -1.1385 0.0906 0.5172  0.205
H: -0.9832 -0.7955 3.4564  0.229
H: -2.1162 0.2575 3.0049  0.251
H: 0.3003 -2.2840 1.2779  0.422
H: 0.6310 1.3199 0.6846  0.430
H: 2.0557 1.1111 0.0047  0.420
H: 2.5721 -2.2236 0.6583  0.417
H: 3.1751 -0.9164 -0.2191  0.421
H: -0.3221 0.7814 2.7250  0.211
C: 0.0670 0.7032 -2.6104  -0.637
C: -1.4051 1.1060 -2.3824  -0.611
H: 0.4138 -0.0848 -1.9561  0.187
H: 0.2502 0.4711 -3.6629  0.231
H: 0.5875 1.6708 -2.5975  0.214
H: -2.1771 0.5063 -2.8785  0.223
H: -1.6754 0.8676 -1.3490  0.175
H: -1.6398 2.1613 -2.4982  0.222

***

*ii*
This record from the Open Molecules 2025 dataset describes a 2-piece molecular cluster, C5H16N3 overall. The level of theory is ωB97M-V/def2-TZVPD.

For the LUMO energy, the calculation gives -3.530 eV. The charge is +1. The spin multiplicity is 1. For the HOMO energy, the calculation gives -14.257 eV. The calculation puts the HOMO-LUMO gap at 10.73 eV.

Each line ends with the natural charge from an NBO analysis.
Positions of all 24 atoms, in Å:
C: 2.1512 0.1093 -2.8663  -0.604
C: 2.7460 -0.0522 -1.4413  -0.610
H: 1.0760 0.2291 -2.6820  0.166
H: 2.5249 0.9630 -3.4241  0.218
H: 2.1959 -0.7358 -3.5380  0.218
H: 3.7061 0.4619 -1.4297  0.222
H: 2.9073 -1.0994 -1.2097  0.213
H: 2.0569 0.4350 -0.7610  0.180
C: -0.3545 -1.3847 1.4850  -0.204
C: 0.8824 -0.5396 1.7797  -0.631
C: -1.6223 0.4700 0.3783  0.714
N: -1.5916 -0.5850 1.2636  -0.694
N: -1.6125 0.2359 -0.9195  -0.710
N: -1.4718 1.6860 0.8733  -0.733
H: -0.2171 -2.0407 0.6305  0.197
H: -0.6182 -2.0133 2.3257  0.232
H: 0.8320 0.2527 1.0345  0.189
H: 1.7364 -1.1904 1.6041  0.245
H: -2.3827 -0.6914 1.8383  0.427
H: -1.5985 -0.7465 -1.1377  0.441
H: -1.5926 0.9695 -1.5869  0.430
H: -1.2065 1.7985 1.8425  0.433
H: -1.2754 2.5676 0.4274  0.428
H: 1.0512 -0.1303 2.7695  0.233

***

Of them, *i* has the highest stability.